Entry 1:
{"formula": "C2H4N2S2", "method": "the ωB97M-V functional and the def2-TZVPD basis", "symbols": ["H", "N", "C", "N", "C", "S", "S", "H", "H", "H"], "coordinates": [[0.728, -2.112, -0.688], [1.525, -1.574, -0.302], [1.192, -0.385, -0.003], [2.185, 0.532, 0.331], [-0.251, 0.146, 0.013], [-0.670, 1.708, -0.124], [-1.595, -1.007, 0.091], [3.066, 0.202, 0.020], [1.925, 1.523, 0.218], [-1.080, -2.089, 0.721]], "mulliken_charge": [0.242, -0.678, 0.525, -0.460, 0.189, -0.270, -0.193, 0.287, 0.208, 0.151], "homo_lumo_gap_ev": 8.110, "molar_mass_g_mol": 120.20, "e_homo_ev": -9.265, "fmax_ev_per_a": 2.130}


Entry 2:
{"formula": "C5H6F2NO", "method": "the ωB97M-V functional and the def2-TZVPD basis", "symbols": ["C", "C", "C", "C", "C", "N", "O", "F", "F", "H", "H", "H", "H", "H", "H"], "coordinates": [[1.035, -1.358, 0.396], [-0.272, -1.494, 0.437], [1.912, -0.285, -0.036], [2.065, 0.960, 0.518], [-1.335, 0.552, 0.163], [-2.455, 1.044, -0.648], [-1.252, -0.681, -0.081], [2.912, -0.694, -0.853], [3.071, 1.631, 0.006], [1.535, -2.246, 0.617], [-0.571, -2.451, 0.707], [1.434, 1.511, 1.305], [-2.792, 0.344, -1.191], [-2.155, 1.700, -1.342], [-3.133, 1.466, 0.002]], "mulliken_charge": [-0.259, -0.163, 0.211, -0.023, -0.255, -0.099, -0.157, -0.230, -0.197, 0.370, 0.429, 0.341, 0.278, 0.347, 0.407], "homo_lumo_gap_ev": 7.945, "total_charge": 1, "molar_mass_g_mol": 134.11, "e_homo_ev": -12.820, "fmax_ev_per_a": 4.469}


Entry 3:
{"formula": "C19H31As2FeNO", "method": "the ωB97M-V functional and the def2-TZVPD basis", "symbols": ["Fe", "N", "C", "O", "C", "C", "H", "H", "H", "H", "H", "H", "C", "As", "C", "C", "C", "C", "C", "C", "C", "As", "C", "C", "H", "H", "H", "H", "H", "H", "H", "H", "H", "H", "H", "H", "H", "H", "H", "H", "C", "C", "C", "C", "C", "C", "H", "H", "H", "H", "H", "H", "H", "H", "H"], "coordinates": [[0.180, -0.529, 0.375], [-1.221, -4.213, -0.990], [-0.765, -3.175, -0.296], [-0.521, -2.089, -0.864], [-0.527, -3.253, 1.168], [0.408, -2.125, 1.534], [-1.401, -4.113, -1.976], [-1.422, -5.091, -0.544], [-0.147, -4.240, 1.452], [-1.491, -3.136, 1.671], [1.435, -2.269, 1.172], [0.415, -1.853, 2.580], [2.011, 1.572, -2.509], [1.059, -0.002, -1.908], [2.110, -1.418, -2.695], [-0.523, 0.113, -3.027], [-0.441, 0.018, -4.413], [-1.584, 0.122, -5.192], [-2.816, 0.333, -4.589], [-2.900, 0.446, -3.209], [-1.756, 0.333, -2.425], [-1.853, 0.523, -0.496], [-3.476, -0.421, -0.032], [-2.386, 2.371, -0.341], [2.191, 1.485, -3.579], [2.959, 1.661, -1.983], [1.408, 2.456, -2.311], [2.062, -1.368, -3.780], [1.748, -2.385, -2.356], [3.143, -1.288, -2.375], [0.516, -0.135, -4.899], [-1.512, 0.043, -6.269], [-3.710, 0.415, -5.193], [-3.866, 0.624, -2.750], [-4.346, 0.123, -0.395], [-3.537, -0.508, 1.051], [-3.454, -1.414, -0.475], [-3.188, 2.555, -1.053], [-1.541, 3.019, -0.561], [-2.733, 2.570, 0.671], [1.291, 2.845, 4.283], [2.012, 1.530, 3.958], [3.496, 1.807, 3.679], [1.877, 0.556, 5.137], [1.403, 0.924, 2.761], [0.913, 0.475, 1.742], [1.753, 3.312, 5.155], [0.238, 2.668, 4.503], [1.355, 3.540, 3.444], [3.956, 2.261, 4.559], [3.611, 2.490, 2.837], [4.029, 0.883, 3.449], [2.339, 0.988, 6.026], [2.372, -0.391, 4.919], [0.827, 0.357, 5.358]], "mulliken_charge": [0.281, -0.396, 0.532, -0.440, -0.918, -0.980, 0.252, 0.209, 0.458, 0.301, 0.407, 0.518, -1.164, 0.658, -1.169, 0.400, -0.469, -0.814, -0.747, -0.516, 0.017, 0.777, -1.302, -1.150, 0.406, 0.438, 0.364, 0.428, 0.259, 0.412, 0.310, 0.402, 0.411, 0.335, 0.460, 0.407, 0.356, 0.436, 0.342, 0.426, -1.581, 2.162, -1.545, -1.627, -0.087, -0.733, 0.397, 0.378, 0.379, 0.394, 0.391, 0.371, 0.439, 0.360, 0.364], "spin_multiplicity": 2, "homo_lumo_gap_ev": [7.829, 8.362], "s2": 1.25, "total_charge": 1, "molar_mass_g_mol": 495.15, "e_homo_ev": [-11.085, -11.480], "fmax_ev_per_a": 1.121}


Repeat the second record exactly.
{"formula": "C5H6F2NO", "method": "the ωB97M-V functional and the def2-TZVPD basis", "symbols": ["C", "C", "C", "C", "C", "N", "O", "F", "F", "H", "H", "H", "H", "H", "H"], "coordinates": [[1.035, -1.358, 0.396], [-0.272, -1.494, 0.437], [1.912, -0.285, -0.036], [2.065, 0.960, 0.518], [-1.335, 0.552, 0.163], [-2.455, 1.044, -0.648], [-1.252, -0.681, -0.081], [2.912, -0.694, -0.853], [3.071, 1.631, 0.006], [1.535, -2.246, 0.617], [-0.571, -2.451, 0.707], [1.434, 1.511, 1.305], [-2.792, 0.344, -1.191], [-2.155, 1.700, -1.342], [-3.133, 1.466, 0.002]], "mulliken_charge": [-0.259, -0.163, 0.211, -0.023, -0.255, -0.099, -0.157, -0.230, -0.197, 0.370, 0.429, 0.341, 0.278, 0.347, 0.407], "homo_lumo_gap_ev": 7.945, "total_charge": 1, "molar_mass_g_mol": 134.11, "e_homo_ev": -12.820, "fmax_ev_per_a": 4.469}